[1]
DFT (ωB97M-V/def2-TZVPD) results for 2 unconnected molecules or ions with the total composition C2H4FN.

The value obtained for the HOMO-LUMO gap is 12.3 eV. The energy above the lowest of the compared OMol25 structures with the same formula, charge and spin comes out at 169.08 kJ/mol. The HOMO energy comes out at -11.10 eV.

```
8
Properties=species:S:1:pos:R:3:forces:R:3
C 0.7759 1.2134 0.2767 0.28 0.33 -0.07
C -1.6363 -0.3056 -0.8718 3.21 2.29 0.12
N 1.4885 0.9282 1.1471 -0.69 0.27 -0.83
F -1.2561 -1.6010 -0.8159 -0.09 -1.91 0.32
H -1.1997 0.2102 0.0715 -1.49 -0.75 -1.47
H -0.9461 0.1094 -1.7085 -1.83 -0.05 1.04
H -2.7030 -0.2221 -1.0083 -0.21 0.21 -0.13
H 2.0637 0.6602 1.8831 0.82 -0.37 1.02
```
Positions in Å, forces in eV/Å.

These are the Löwdin partial charges, in e, on atoms 1 to 4: -0.03 -0.17 0.09 -0.12

=====

[2]
DFT (ωB97M-V/def2-TZVPD) results for 2 unconnected molecules or ions with the total composition C2H4FNO.

The value obtained for the HOMO-LUMO gap (alpha / beta) is 8.1 / 6.6 eV. The energy above the lowest of the compared OMol25 structures with the same formula, charge and spin comes out at 613.21 kJ/mol. The HOMO energy (alpha / beta) comes out at -10.53 / -10.40 eV.

```
9
Properties=species:S:1:pos:R:3:forces:R:3
C 1.1526 0.6884 0.3434 1.73 3.49 -1.16
C -0.9051 -0.6737 0.1831 2.03 -2.24 4.15
N 0.4537 -0.3543 0.0992 -1.13 -3.07 -2.74
O 1.7637 1.1546 1.2572 0.24 -0.29 2.20
F 0.0271 0.2372 -2.1285 0.31 -0.41 0.84
H 1.3016 1.2363 -0.6013 -0.27 -0.05 -0.77
H -1.1116 -1.7550 0.2029 0.61 0.26 0.12
H -1.1379 -0.2079 1.1239 -0.98 -0.04 0.89
H -1.5440 -0.3256 -0.4797 -2.52 2.35 -3.54
```
Positions in Å, forces in eV/Å.

These are the Löwdin partial charges, in e, on atoms 1 to 4: -0.44 -0.07 0.16 0.08

=====

[3]
DFT (ωB97M-V/def2-TZVPD) results for 2 unconnected molecules or ions with the total composition C2H4FNO.

The value obtained for the HOMO-LUMO gap (alpha / beta) is 9.2 / 9.2 eV. The energy above the lowest of the compared OMol25 structures with the same formula, charge and spin comes out at 347.12 kJ/mol. The HOMO energy (alpha / beta) comes out at -9.57 / -9.57 eV.

```
9
Properties=species:S:1:pos:R:3:forces:R:3
C 1.5631 -0.4001 0.4880 -2.93 1.60 -1.88
C -1.1694 0.2508 -0.1380 0.30 -1.08 1.16
N 0.0840 0.7415 -0.6394 3.16 -2.58 -0.89
O 1.9298 -1.4446 0.0991 0.20 1.22 1.11
F 1.7669 0.2738 1.6469 0.07 -1.14 -1.41
H -1.3405 -0.8123 -0.4142 -0.36 0.65 0.26
H -1.0503 0.3307 0.9381 -0.76 -0.11 0.32
H -1.9826 0.9032 -0.4390 -0.16 0.06 -0.25
H 0.1991 0.1570 -1.5416 0.48 1.37 1.59
```
Positions in Å, forces in eV/Å.

These are the Löwdin partial charges, in e, on atoms 1 to 4: -0.26 -0.25 -0.02 0.15

=====

[4]
DFT (ωB97M-V/def2-TZVPD) results for 2 unconnected molecules or ions with the total composition C2H4FNO3.

The value obtained for the HOMO-LUMO gap (alpha / beta) is 9.9 / 9.9 eV. The energy above the lowest of the compared OMol25 structures with the same formula, charge and spin comes out at 257.61 kJ/mol. The HOMO energy (alpha / beta) comes out at -10.79 / -10.80 eV.

```
11
Properties=species:S:1:pos:R:3:forces:R:3
C -0.7573 -0.3582 0.0831 -0.65 1.39 -2.28
C 0.3376 0.6338 -0.1827 1.47 1.94 -0.35
N 1.7190 -0.0319 0.3966 -1.47 -0.94 -0.19
O 1.7127 -0.9015 1.2367 0.40 1.58 -1.25
O 2.6777 0.8535 0.3655 1.06 1.71 -1.33
O 0.5339 1.7768 -0.5468 -1.32 -3.25 0.60
F 1.9608 -0.8461 -1.2916 -0.54 0.69 0.84
H -0.2762 -1.2924 -0.2178 -0.51 -0.15 0.02
H -0.8561 -0.3374 1.1625 -0.55 -0.14 0.15
H -1.7153 -0.0910 -0.5602 2.04 -0.61 1.69
H 2.4655 1.5463 -0.4125 0.07 -2.22 2.10
```
Positions in Å, forces in eV/Å.

These are the Löwdin partial charges, in e, on atoms 1 to 4: 0.02 -0.27 -0.31 0.11

=====

[5]
DFT (ωB97M-V/def2-TZVPD) results for a molecular structure, C2H4FNOS.

The value obtained for the HOMO-LUMO gap is 9.6 eV. The energy above the lowest of the compared OMol25 structures with the same formula, charge and spin comes out at 139.61 kJ/mol. The HOMO energy comes out at -8.92 eV.

```
10
Properties=species:S:1:pos:R:3:forces:R:3
C 2.4289 -0.4944 0.1130 -2.43 2.32 -0.72
C 0.7891 0.4708 0.0693 2.52 -5.34 -1.43
N -0.1365 -0.4850 0.6708 0.94 1.54 1.77
O 2.9202 -1.1843 0.9262 -0.34 -0.07 -0.15
F 3.0719 -0.0663 -0.9944 0.65 -0.32 -0.09
S -0.7466 -1.6092 -0.4027 0.59 -0.86 -1.49
H 0.6705 0.6149 -1.0348 -0.21 0.17 1.28
H 1.2149 1.2427 0.6226 -0.42 1.63 1.14
H 0.3600 -0.9754 1.4476 -0.59 0.74 -0.79
H -1.8805 -1.9196 0.1823 -0.72 0.20 0.48
```
Positions in Å, forces in eV/Å.

These are the Löwdin partial charges, in e, on atoms 1 to 4: -0.38 -0.11 -0.52 0.14

=====

[6]
DFT (ωB97M-V/def2-TZVPD) results for 2 unconnected molecules or ions with the total composition C2H4FNOS.

The value obtained for the HOMO-LUMO gap (alpha / beta) is 6.9 / 7.1 eV. The multiplicity is 3. The expectation value of S² is 2.01. The energy above the lowest of the compared OMol25 structures with the same formula, charge and spin comes out at 166.96 kJ/mol. The HOMO energy (alpha / beta) comes out at -6.58 / -8.62 eV.

```
10
Properties=species:S:1:pos:R:3:forces:R:3
C -0.2143 -2.0047 1.2644 1.24 -1.24 -5.26
C 0.7145 0.3161 -0.1360 -0.16 -1.26 0.76
N -0.1095 1.1992 -0.1535 -2.60 -0.13 2.16
O -0.4818 -1.9331 0.0530 0.27 -0.23 4.45
F -1.2076 -2.0743 2.1601 1.49 0.21 -0.06
S -0.5531 2.7203 -1.5970 0.17 2.02 -2.80
H 1.5588 0.1937 -0.7385 1.72 0.09 -0.79
H 0.9824 -2.2030 1.4560 -3.32 0.70 0.98
H -1.0851 1.0869 0.3109 1.93 -0.04 -0.35
H 0.3956 2.6989 -2.6195 -0.74 -0.13 0.93
```
Positions in Å, forces in eV/Å.

These are the Löwdin partial charges, in e, on atoms 1 to 4: -0.30 -0.04 -0.27 0.00

=====

[7]
DFT (ωB97M-V/def2-TZVPD) results for 2 unconnected molecules or ions with the total composition C2H4FNS.

The value obtained for the HOMO-LUMO gap (alpha / beta) is 9.0 / 9.0 eV. The energy above the lowest of the compared OMol25 structures with the same formula, charge and spin comes out at 287.63 kJ/mol. The HOMO energy (alpha / beta) comes out at -9.44 / -9.44 eV.

```
9
Properties=species:S:1:pos:R:3:forces:R:3
C -0.7692 0.3211 1.0047 -3.74 0.73 -0.92
C 0.7119 -0.3884 -0.7810 3.24 -2.79 0.36
N 0.3697 -0.0358 0.5768 -0.67 -0.24 -1.70
F -1.9213 0.7777 -0.6852 1.52 -0.69 1.09
S -1.8598 0.6173 2.0474 0.41 -0.04 0.38
H 0.9751 -1.5319 -0.7418 -0.07 2.10 -0.24
H -0.1529 -0.3427 -1.3306 -1.93 0.70 -1.59
H 1.6078 0.1925 -1.1933 -1.54 -0.69 0.73
H 1.0387 0.3902 1.1031 2.77 0.91 1.88
```
Positions in Å, forces in eV/Å.

These are the Löwdin partial charges, in e, on atoms 1 to 4: -0.69 -0.04 -0.04 -0.51

=====

[8]
DFT (ωB97M-V/def2-TZVPD) results for a single C2H4FNS2 molecule.

The value obtained for the HOMO-LUMO gap is 8.7 eV. The energy above the lowest of the compared OMol25 structures with the same formula, charge and spin comes out at 188.40 kJ/mol. The HOMO energy comes out at -8.63 eV. Its SMILES is FCC(=S)NS.

```
10
Properties=species:S:1:pos:R:3:forces:R:3
C -0.4853 0.3289 -0.0524 2.64 2.52 1.68
C -1.9604 0.1331 0.2461 -0.64 2.58 -0.83
H 2.2804 0.2944 -0.8469 -0.84 -2.66 2.11
H -0.4240 -1.3854 -0.1493 -2.07 -5.61 -0.23
H -2.3352 1.0342 -0.3704 -0.53 -1.94 0.38
H -2.3083 0.4515 1.3054 0.98 -1.32 -1.50
N 0.2525 -0.7536 -0.1363 1.70 1.87 0.28
F -2.3906 -1.1634 -0.1671 0.28 1.77 0.67
S 1.9298 -0.9761 0.1168 0.06 2.51 -2.46
S 0.3958 1.7623 -0.0320 -1.59 0.29 -0.10
```
Positions in Å, forces in eV/Å.

These are the Löwdin partial charges, in e, on atoms 1 to 4: -0.87 -0.16 -0.01 0.02

=====

[9]
DFT (ωB97M-V/def2-TZVPD) results for a single C2H4FP molecule.

The value obtained for the HOMO-LUMO gap (alpha / beta) is 7.9 / 8.1 eV. The multiplicity is 3. The expectation value of S² is 2.01. The energy above the lowest of the compared OMol25 structures with the same formula, charge and spin comes out at 0.00 kJ/mol. The HOMO energy (alpha / beta) comes out at -6.93 / -10.71 eV.

```
8
Properties=species:S:1:pos:R:3:forces:R:3
C -0.3199 0.2266 0.0764 -1.51 -6.72 0.18
C 0.7413 -0.4461 -0.6614 -1.38 0.89 -1.23
F -1.0247 -0.8737 0.9928 1.83 2.54 -1.90
P -0.6746 1.7931 0.6006 -0.95 3.77 1.86
H 0.4914 -1.4702 -0.7432 -0.60 -1.12 -0.50
H 1.5596 -0.4881 -0.0292 2.50 0.34 0.97
H 0.9369 -0.0104 -1.6696 0.07 -0.17 0.91
H -1.7099 1.2687 1.4335 0.03 0.47 -0.29
```
Positions in Å, forces in eV/Å.

These are the Löwdin partial charges, in e, on atoms 1 to 4: -0.58 -0.12 -0.22 0.81

=====

[10]
DFT (ωB97M-V/def2-TZVPD) results for a single C2H4FPSi molecule.

The value obtained for the HOMO-LUMO gap is 10.0 eV. The energy above the lowest of the compared OMol25 structures with the same formula, charge and spin comes out at 25.75 kJ/mol. The HOMO energy comes out at -9.29 eV. Its SMILES is FP1=CC=1[SiH3].

```
9
Properties=species:S:1:pos:R:3:forces:R:3
C -1.3972 0.4532 0.1804 -2.02 0.66 -1.80
C -0.1141 0.1912 0.2051 -0.62 0.56 1.65
F -1.4885 -1.1539 2.2605 0.24 0.75 0.13
Si 1.4361 -0.0787 -0.8531 -0.98 0.16 1.07
P -1.0518 0.4130 1.9336 0.87 -1.33 -1.96
H -2.2687 0.6294 -0.5959 1.95 -0.43 1.69
H 1.5157 1.2912 -1.6382 0.50 -1.45 0.81
H 0.8864 -1.1703 -1.7393 0.80 0.35 0.10
H 2.4822 -0.5752 0.2470 -0.73 0.74 -1.69
```
Positions in Å, forces in eV/Å.

These are the Löwdin partial charges, in e, on atoms 1 to 4: -0.43 -0.58 -0.41 0.60